1.
A structure of composition C18H31N2RhSe in a non-equilibrium geometry. Source: the OMol25 dataset; level of theory: ωB97M-V/def2-TZVPD.

Output
Spin multiplicity ... 5
Total charge ... +2
F_max ... 10.5 eV/A
M ... 457.33 g/mol
Highest occupied orbital energy (spin up / spin down) ... -13.25 / -16.23 eV
Calculated total energy ... -3325.25275 Ha

CARTESIAN COORDINATES (ANGSTROEM)
C (-0.79734, -2.47632, 1.12419)
H (-1.77587, -2.97508, 1.16667)
H (-0.10366, -3.13716, 0.58739)
H (-0.92729, -1.55899, 0.51620)
C (-0.29501, -2.14273, 2.52027)
H (0.63239, -1.56260, 2.44354)
H (-1.02551, -1.49102, 3.01270)
C (-0.06278, -3.37522, 3.39218)
H (0.31332, -3.08007, 4.37582)
H (-0.99404, -3.93265, 3.54189)
H (0.67005, -4.05056, 2.93730)
C (1.92491, 1.48395, -1.42428)
C (2.58351, 0.93328, -0.26870)
C (2.64990, -0.49027, -0.43374)
C (2.02649, -0.83145, -1.68325)
C (1.59393, 0.39420, -2.30694)
C (0.92526, 0.52925, -3.64520)
C (1.85007, -2.22028, -2.21790)
C (3.30227, -1.44479, 0.51176)
C (3.17336, 1.71058, 0.86515)
C (1.61850, 2.92983, -1.65760)
Rh (0.73227, 0.15230, -0.46301)
H (1.03198, -2.25096, -2.94050)
H (2.76520, -2.55828, -2.71479)
H (1.62598, -2.91173, -1.40081)
H (0.48454, -0.42431, -3.94825)
H (0.13833, 1.29020, -3.59982)
H (1.63969, 0.83408, -4.42184)
H (1.57070, 3.46139, -0.70401)
H (2.38038, 3.40745, -2.28155)
H (0.65093, 3.03695, -2.15789)
H (3.30905, 1.06187, 1.72950)
H (4.14712, 2.14442, 0.61347)
H (2.51288, 2.52986, 1.14860)
H (2.68493, -2.33380, 0.65964)
H (4.27339, -1.76840, 0.12404)
H (3.46735, -0.96770, 1.47805)
C (-1.07003, 2.69231, 0.71944)
N (-2.34380, 1.99580, 0.73325)
C (-3.44388, 2.37209, 1.49807)
C (-4.47916, 1.57715, 1.12451)
N (-4.01582, 0.73219, 0.12327)
C (-4.81426, -0.23400, -0.60811)
C (-2.69105, 0.98380, -0.11377)
Se (-1.69745, 0.09635, -1.42180)
H (-0.23504, 1.97203, 0.84545)
H (-1.07016, 3.40497, 1.55408)
H (-0.92768, 3.23629, -0.22677)
H (-3.37677, 3.16320, 2.22948)
H (-5.49669, 1.54970, 1.47537)
H (-5.19356, -1.01385, 0.05989)
H (-5.66178, 0.25529, -1.10088)
H (-4.18004, -0.69855, -1.36979)

---

2.
The molecule C18H31N3O4S. Source: the OMol25 dataset; level of theory: ωB97M-V/def2-TZVPD.

Output
Spin multiplicity ... 1
F_max ... 1.0 eV/A
M ... 385.53 g/mol
Energy relative to the best compared isomer or geometry (same formula, charge and spin) ... 0.00 kJ/mol
Highest occupied orbital energy ... -8.95 eV
SMILES ... O=C(NCCC1=CCCCC1)C1CCN(S(=O)(=O)N2CCOCC2)CC1
Calculated total energy ... -1567.90569 Ha

CARTESIAN COORDINATES (ANGSTROEM)
O (-2.00869, -1.07740, 1.50232)
C (-1.87025, -1.41170, 0.34547)
N (-2.82490, -2.07430, -0.34734)
C (-4.16214, -2.25577, 0.16855)
C (-5.13885, -1.23324, -0.43437)
C (-4.67231, 0.17321, -0.17386)
C (-4.13087, 0.91379, -1.13188)
C (-3.61533, 2.30609, -0.93174)
C (-3.42739, 2.62419, 0.54835)
C (-4.66325, 2.18085, 1.32133)
C (-4.78879, 0.66283, 1.24102)
C (-0.57347, -1.18176, -0.42483)
C (-0.09489, 0.25629, -0.21633)
C (1.26247, 0.46729, -0.88181)
N (2.25608, -0.48636, -0.42854)
S (2.97753, -0.11914, 1.04901)
O (2.44831, 1.10451, 1.55871)
O (3.00752, -1.28002, 1.87972)
N (4.55368, 0.19200, 0.61523)
C (4.73544, 1.36329, -0.21427)
C (6.23320, 1.66871, -0.29046)
O (6.94966, 0.56429, -0.79219)
C (6.76267, -0.57276, 0.01819)
C (5.28144, -0.94852, 0.10304)
C (1.83645, -1.86511, -0.58014)
C (0.49784, -2.14328, 0.10101)
H (-2.69931, -2.22639, -1.33543)
H (-4.09956, -2.12738, 1.25001)
H (-4.49705, -3.27322, -0.05461)
H (-5.21727, -1.40602, -1.51083)
H (-6.12280, -1.39450, 0.01039)
H (-4.06475, 0.53182, -2.14405)
H (-4.32735, 3.01177, -1.37559)
H (-2.67168, 2.42951, -1.47177)
H (-2.55984, 2.08495, 0.93302)
H (-3.25084, 3.69329, 0.68131)
H (-5.55059, 2.64929, 0.88829)
H (-4.59066, 2.49126, 2.36485)
H (-3.98816, 0.20605, 1.83043)
H (-5.74135, 0.33727, 1.66706)
H (-0.73220, -1.36384, -1.49457)
H (0.00124, 0.44620, 0.85370)
H (-0.82007, 0.95817, -0.63121)
H (1.17781, 0.36153, -1.96988)
H (1.64180, 1.46112, -0.64781)
H (4.18975, 2.18165, 0.25336)
H (4.34342, 1.18420, -1.22696)
H (6.42594, 2.49462, -0.97687)
H (6.59820, 1.92704, 0.71368)
H (7.34022, -1.37498, -0.44368)
H (7.14191, -0.37742, 1.03125)
H (5.12340, -1.77402, 0.79572)
H (4.91387, -1.22448, -0.89702)
H (1.77189, -2.07412, -1.65445)
H (2.61386, -2.48850, -0.14029)
H (0.61605, -1.99354, 1.17526)
H (0.20298, -3.17932, -0.07750)

---

3.
A structure of composition C18H31O15Pd2 in a non-equilibrium geometry. Source: the OMol25 dataset; level of theory: ωB97M-V/def2-TZVPD.

Output
Spin multiplicity ... 5
Total charge ... +1
F_max ... 2.8 eV/A
M ... 700.27 g/mol
Energy relative to the best compared isomer or geometry (same formula, charge and spin) ... 0.00 kJ/mol
Highest occupied orbital energy (spin up / spin down) ... -12.64 / -12.63 eV
Calculated total energy ... -2088.35844 Ha

CARTESIAN COORDINATES (ANGSTROEM)
Pd (0.38166, -2.17160, -1.79613)
Pd (-0.22872, -2.40591, 1.12601)
C (-0.06407, 1.54280, 0.21474)
C (0.95507, 0.54814, -0.38168)
O (0.48640, -0.75432, -0.14396)
H (-1.00551, 1.21013, -0.21518)
H (0.28478, 2.48998, -0.20588)
H (-0.02931, 1.59278, 1.29999)
H (1.96689, 0.66227, 0.02035)
H (0.99334, 0.71584, -1.46395)
C (-3.76636, -2.14984, -1.00630)
C (-2.77734, -3.26958, -0.66985)
O (-1.46594, -2.80506, -0.76202)
H (-3.62957, -1.66903, -1.96887)
H (-3.64382, -1.41711, -0.19196)
H (-4.82485, -2.28247, -0.75737)
H (-2.91557, -4.17411, -1.27017)
H (-2.96824, -3.55787, 0.37214)
C (3.11257, -5.00281, 0.44347)
C (1.82463, -4.76948, -0.32236)
O (1.33295, -3.44826, -0.22182)
H (3.90700, -4.47459, -0.09223)
H (3.39407, -6.05427, 0.42160)
H (3.04553, -4.63709, 1.46592)
H (1.08247, -5.41254, 0.17365)
H (1.86607, -5.03663, -1.37949)
C (-2.91153, 1.24082, -4.81734)
C (-3.45608, -0.19213, -4.99316)
O (-2.60098, -1.05695, -4.29069)
C (-1.56526, -0.35394, -3.83323)
O (-0.73809, -0.85101, -3.09628)
O (-1.63581, 0.90008, -4.18386)
H (-3.55780, 1.85622, -4.19853)
H (-2.71543, 1.68024, -5.78955)
H (-3.61640, -0.42110, -6.04578)
H (-4.43936, -0.22473, -4.51506)
C (-2.93950, 3.76465, -0.56332)
C (-3.61339, 2.78036, 0.40620)
O (-4.62573, 2.19665, -0.40443)
C (-4.37981, 2.51099, -1.74415)
O (-5.13106, 2.16265, -2.59343)
O (-3.27037, 3.24645, -1.82649)
H (-1.86673, 3.68622, -0.39583)
H (-3.29322, 4.77662, -0.36855)
H (-3.91614, 3.20931, 1.35840)
H (-2.93475, 1.94820, 0.62938)
C (5.00693, -0.37134, 0.14272)
C (5.50933, -1.61603, 0.88308)
O (6.19964, -1.05535, 2.02105)
C (6.19839, 0.29787, 1.90290)
O (6.50143, 1.05146, 2.76588)
O (5.77392, 0.67536, 0.68653)
H (3.92522, -0.21808, 0.21347)
H (5.15445, -0.41208, -0.93858)
H (6.22816, -2.19104, 0.29773)
H (4.77063, -2.27684, 1.33444)
C (0.12300, 3.20409, 4.84660)
C (1.10984, 2.02605, 4.68021)
O (2.37742, 2.62690, 4.95002)
C (2.19990, 3.89488, 5.38642)
O (3.05439, 4.66030, 5.70335)
O (0.90471, 4.21532, 5.42058)
H (-0.66145, 2.93138, 5.55807)
H (-0.37230, 3.43602, 3.90460)
H (0.98066, 1.88740, 3.60301)
H (0.90905, 1.10479, 5.21495)

---

4.
A structure of composition C18H32AlF9NO4P in a non-equilibrium geometry. Source: the OMol25 dataset; level of theory: ωB97M-V/def2-TZVPD.

Output
Spin multiplicity ... 1
F_max ... 4.2 eV/A
M ... 555.39 g/mol
Highest occupied orbital energy ... -6.40 eV
Calculated total energy ... -2543.17952 Ha

CARTESIAN COORDINATES (ANGSTROEM)
C (6.11412, 0.20875, 1.10561)
O (6.20471, 0.10217, -0.33239)
C (4.85512, 0.02416, -0.92591)
Al (4.61330, 1.44129, -2.42142)
C (5.17375, 3.29829, -1.77706)
O (4.67399, 4.42864, -2.55374)
C (3.39911, 4.85836, -2.17614)
C (2.79040, 4.88267, -0.70981)
O (2.66850, 5.33110, -3.09136)
P (6.19077, 0.83391, -4.08672)
O (7.49760, 0.25314, -3.48663)
C (2.77459, 1.33359, -3.32512)
F (2.86469, 0.26116, -4.30295)
F (2.39228, 2.48576, -4.07354)
C (1.59379, 0.84166, -2.31413)
F (1.86225, 1.18818, -0.96200)
F (1.65997, -0.59102, -2.35165)
C (0.14509, 1.38815, -2.69782)
F (-0.17319, 1.25027, -4.06984)
F (0.12407, 2.76237, -2.31472)
C (-1.06358, 0.70542, -1.89376)
F (-1.16112, -0.70396, -2.06648)
F (-2.26958, 1.24628, -2.43707)
F (-1.02596, 1.13604, -0.56041)
H (5.35627, -0.53384, 1.53503)
H (7.11353, -0.01949, 1.62688)
H (5.79764, 1.27481, 1.39005)
H (4.79485, -1.03978, -1.37428)
H (4.07068, 0.10675, -0.10220)
H (4.97467, 3.34742, -0.65472)
H (6.32358, 3.33183, -1.88213)
H (1.74774, 5.33884, -0.76341)
H (2.69653, 3.84064, -0.26704)
H (3.40549, 5.57573, -0.03292)
H (6.53868, 1.98064, -4.89315)
H (5.57259, -0.10056, -5.01497)
C (-2.76411, -2.96944, 5.16220)
C (-3.73265, -3.66393, 4.20488)
C (-3.42871, -3.52479, 2.70936)
N (-3.86117, -2.20722, 2.03677)
C (-5.38408, -2.14841, 1.95510)
C (-5.85640, -0.94574, 1.15197)
C (-5.27721, -0.94743, -0.25525)
C (-3.75951, -1.05151, -0.22810)
C (-3.28371, -2.22834, 0.61312)
C (-3.30628, -1.02763, 2.79392)
H (-2.90808, -1.89080, 5.21388)
H (-2.92116, -3.34034, 6.17807)
H (-1.72429, -3.16761, 4.88984)
H (-4.75956, -3.37227, 4.43718)
H (-3.66718, -4.73332, 4.43239)
H (-3.95034, -4.31743, 2.16513)
H (-2.35695, -3.64285, 2.52432)
H (-5.71789, -3.07712, 1.48546)
H (-5.77386, -2.10635, 2.97309)
H (-6.94866, -0.95968, 1.09444)
H (-5.59020, -0.01597, 1.66342)
H (-5.57802, -0.03712, -0.78247)
H (-5.69026, -1.79217, -0.81830)
H (-3.33014, -0.11506, 0.13888)
H (-3.38120, -1.16433, -1.24747)
H (-2.19480, -2.22719, 0.70445)
H (-3.60025, -3.17066, 0.15648)
H (-2.25828, -1.21797, 3.01682)
H (-3.90417, -0.88535, 3.69333)
H (-3.38780, -0.12135, 2.19495)